135
Properties=species:S:1:pos:R:3:mulliken_charge:R:1 method="wB97M-V/def2-TZVPD" homo_energy_ev=-10.607 total_energy_ha=-5124.31219 smiles="O=C1OC[C@@H](F)O1.O=C1OC[C@@H](F)O1.O=C1OC[C@@H](F)O1.O=C1OC[C@@H](F)O1.O=C1OC[C@@H](F)O1.O=C1OC[C@@H](F)O1.O=C1OC[C@@H](F)O1.O=C1OC[C@@H](F)O1.O=C1OC[C@@H](F)O1.CCOC(=O)OC.CCOC(=O)OC.CCOC(=O)OC" de_lowest_kcal_mol=6.9
O -3.74483 0.24021 -1.05521 -0.4675
C -3.81630 -0.81969 -1.58285 0.3702
O -3.67506 -1.97312 -0.93872 0.0519
C -3.93394 -3.01651 -1.81805 -0.3688
C -4.36716 -2.35644 -3.09473 0.0893
F -5.72262 -2.39892 -3.08721 -0.3654
O -3.97996 -0.99185 -2.92236 -0.3785
H -3.01019 -3.67971 -1.86690 0.1540
H -4.82874 -3.58820 -1.39907 0.4069
H -4.02624 -2.77855 -4.02542 0.3881
O 0.60575 2.16023 -5.22734 -0.5553
C -0.49897 1.68728 -5.00951 0.5969
O -1.51133 2.23327 -4.36473 -0.2951
C -2.45377 1.21062 -3.96478 0.2705
C -2.15056 0.12689 -4.99084 0.7169
F -3.03281 0.08772 -6.05362 -0.4123
O -0.82445 0.44282 -5.39536 -0.3689
H -2.21640 1.07584 -2.87671 -0.4098
H -3.48855 1.59014 -4.04440 0.4431
H -2.00534 -0.88736 -4.63630 -0.0788
O -1.43854 -2.73982 -2.90522 -0.5370
C -0.30971 -2.63535 -2.57017 0.1086
O 0.57531 -1.85107 -3.20715 -0.2533
C 1.85711 -2.13630 -2.66120 0.4087
C 1.57310 -2.91341 -1.37920 0.0175
F 1.66391 -2.12604 -0.28002 0.2792
O 0.25810 -3.35711 -1.56459 -0.2174
H 2.54501 -2.57817 -3.37066 0.5211
H 2.31653 -1.13755 -2.43192 -0.6777
H 2.27557 -3.74812 -1.27562 0.4366
O -0.40151 6.34686 -1.92312 -0.5148
C 0.44109 5.58560 -2.24074 0.2735
O 1.44790 5.94964 -3.07420 -0.3861
C 2.32735 4.88836 -3.17260 -0.1930
C 1.81707 3.82551 -2.24192 0.4755
F 2.59333 3.63203 -1.13355 -0.2879
O 0.61635 4.36104 -1.79827 0.3025
H 2.41145 4.53216 -4.18765 0.2951
H 3.31882 5.15084 -2.74138 0.2914
H 1.67585 2.83178 -2.67497 -0.3006
O 4.77079 -1.94650 -1.07642 -0.5445
C 4.44853 -1.09968 -0.32605 0.2777
O 3.95424 0.07575 -0.75579 -0.0854
C 3.90063 0.94218 0.36561 0.6225
C 4.02324 0.01758 1.57002 0.3200
F 2.85351 -0.29353 2.07045 -0.1138
O 4.55749 -1.23992 1.04967 -0.3756
H 4.72640 1.66436 0.22532 0.2624
H 3.00781 1.56966 0.25783 -0.7973
H 4.69033 0.34753 2.35313 0.3849
O 4.31927 3.79831 3.47673 -0.5834
C 3.26495 3.95557 2.91655 0.4377
O 2.54089 2.93391 2.43094 -0.0280
C 1.35717 3.45155 1.79341 1.5263
C 1.41256 4.94593 2.11492 0.6324
F 0.49265 5.36225 3.07816 -0.3546
O 2.66095 5.13872 2.64289 -0.3932
H 1.38439 3.39739 0.67037 -1.4315
H 0.46888 2.95597 2.09923 -0.2961
H 1.32236 5.54396 1.24475 0.3998
O 0.50088 0.88411 -1.30275 -0.3390
C 0.01151 0.24162 -0.41157 -0.7617
O -0.99640 -0.66186 -0.57014 0.7302
C -1.34513 -1.04483 0.80898 -1.3703
C -0.31175 -0.49105 1.68566 1.0480
F 0.46638 -1.56793 2.08359 0.1430
O 0.44183 0.35726 0.84844 1.0273
H -2.24944 -0.49073 0.90099 -0.0067
H -1.44422 -2.07465 0.93980 0.2111
H -0.76063 0.04912 2.55664 -0.5035
O 5.07606 2.27209 -3.32626 -0.5568
C 4.35348 1.78886 -4.16012 0.4287
O 4.29673 2.26657 -5.39917 -0.3960
C 3.40626 1.36822 -6.20951 -0.2756
C 3.10184 0.25846 -5.23364 0.9133
F 3.84626 -0.83427 -5.51380 -0.3876
O 3.55513 0.69394 -3.95793 -0.0006
H 2.45828 1.93619 -6.36908 0.2364
H 3.98906 1.02538 -7.06271 0.3301
H 2.05493 -0.13900 -5.12645 -0.2460
O -1.58545 2.67745 0.27442 0.1791
C -2.12214 3.50738 -0.36771 -0.4507
O -2.44864 3.40406 -1.65977 0.4579
C -3.02006 4.59287 -2.14234 -0.4811
C -3.15290 5.44165 -0.90140 0.1184
F -4.50601 5.58160 -0.69160 -0.3733
O -2.48044 4.78409 0.08314 -0.3130
H -2.33272 5.03287 -2.89571 0.2338
H -4.07856 4.49351 -2.51860 0.3240
H -2.73833 6.40194 -1.12646 0.3229
C -4.01535 0.90185 3.19885 -0.6858
C -3.38475 1.82060 4.10042 -0.5412
O -1.94749 1.74391 3.95948 -0.1011
C -1.14195 2.03905 4.98605 0.3693
O -1.48220 2.43173 6.04912 -0.5722
O 0.15178 1.95825 4.50443 0.2770
C 1.14473 2.29084 5.59761 -0.9929
H -3.96766 -0.10002 3.48029 0.1578
H -3.58235 1.14445 2.24587 -0.0480
H -5.09728 1.10249 3.11515 0.4451
H -3.56147 1.60296 5.11592 0.5164
H -3.72860 2.84216 3.93755 0.2717
H 2.09574 2.09055 5.11287 0.2105
H 1.03782 1.61752 6.39429 0.4347
H 1.06617 3.39585 5.82457 0.2701
C -0.35392 -7.04670 -0.56977 -1.0861
C -0.04942 -6.53762 0.79507 0.3064
O 1.32596 -6.10425 0.81732 -0.3733
C 1.80393 -5.24319 1.68338 0.8324
O 1.18310 -4.83684 2.60121 -0.5138
O 3.02278 -4.94851 1.32466 -0.3783
C 3.62258 -3.97838 2.20732 -0.1901
H 0.26306 -7.95685 -0.67911 0.3349
H -0.17753 -6.28121 -1.32471 0.1610
H -1.41847 -7.38500 -0.59920 0.3649
H -0.27084 -7.20035 1.64807 0.4001
H -0.58476 -5.70234 1.09298 -0.2537
H 2.85755 -3.13892 2.43347 -0.0897
H 4.41846 -3.48869 1.63431 0.0474
H 3.99357 -4.49136 3.10344 0.4162
C 0.59510 -2.33134 5.23037 -0.2825
C -0.82922 -2.73072 5.43231 -0.4372
O -1.58906 -2.28075 4.26169 -0.2323
C -2.25624 -3.21619 3.66630 0.9337
O -2.16589 -4.41402 3.98778 -0.7067
O -3.06491 -2.74593 2.72327 -0.1511
C -3.74332 -3.76760 1.98661 -0.6583
H 0.60181 -1.23470 4.98485 -0.1810
H 1.01175 -2.83202 4.32418 -0.0923
H 1.18755 -2.54175 6.14820 0.5007
H -1.30448 -2.23911 6.30477 0.2675
H -0.85591 -3.83108 5.53349 0.3702
H -4.79733 -3.40954 1.83211 0.2067
H -3.85513 -4.65145 2.53788 0.5262
H -3.18344 -3.83716 1.00697 0.0138